No. 1
The following is a quantum chemistry calculation of a 2-piece molecular cluster, C2H5NO overall, from OMol25.

XYZ file:
```
9
C2H5NO | OMol25 | wB97M-V/def2-TZVPD
C 1.583 0.806 0.152
C 0.442 -1.365 0.404
N 1.011 -0.300 0.365
O -2.096 0.500 -0.711
H 1.197 1.774 0.183
H 2.472 0.535 -0.324
H -2.810 0.216 -1.314
H 0.479 -2.225 1.010
H -2.278 0.059 0.234
```

Results
LUMO level = 0.83 eV
relative energy (zero: lowest compared OMol25 entry of this formula, charge and spin) = 98.1 kcal/mol
charge = 0
M = 59.1 g mol⁻¹
DFT total energy = -209.0660 Ha
gap between HOMO and LUMO = 0.3099 Eh

***

No. 2
The following is a quantum chemistry calculation of a 2-piece molecular cluster, C2H5NO overall, from OMol25.

XYZ file:
```
9
C2H5NO | OMol25 | wB97M-V/def2-TZVPD
C -0.744 0.018 -0.939
C 0.343 0.024 1.706
N 0.145 -0.372 -1.926
O -0.148 1.021 -1.637
H -1.809 -0.133 -0.971
H -0.038 0.969 2.025
H 1.365 -0.060 1.396
H -0.197 -0.872 1.925
H 1.082 -0.594 -1.580
```

Results
LUMO level (alpha / beta) = 0.32 / 0.26 eV
relative energy (zero: lowest compared OMol25 entry of this formula, charge and spin) = 169.2 kcal/mol
charge = 0
M = 59.1 g mol⁻¹
DFT total energy = -208.9527 Ha
gap between HOMO and LUMO (alpha / beta) = 0.3386 / 0.3308 Eh

***

No. 3
The following is a quantum chemistry calculation of the molecule C2H5NO, from OMol25.

XYZ file:
```
9
C2H5NO | OMol25 | wB97M-V/def2-TZVPD
C 0.907 0.623 -0.272
C -0.632 0.195 -0.169
N -0.665 -1.022 0.551
O -1.607 0.862 -0.628
H 0.748 1.556 -0.933
H 1.241 0.877 0.745
H 1.585 -0.061 -0.712
H -1.616 -1.416 0.501
H 0.039 -1.615 0.917
```

Results
LUMO level = 0.85 eV
relative energy (zero: lowest compared OMol25 entry of this formula, charge and spin) = 18.4 kcal/mol
charge = 0
M = 59.1 g mol⁻¹
DFT total energy = -209.1931 Ha
gap between HOMO and LUMO = 0.4002 Eh
structure (SMILES) = CC(N)=O

***

No. 4
The following is a quantum chemistry calculation of the molecule C2H5NO2, from OMol25.

XYZ file:
```
10
C2H5NO2 | OMol25 | wB97M-V/def2-TZVPD
O -0.662 -0.890 1.445
C -0.279 -0.143 0.605
O -1.116 0.688 -0.104
C 1.068 0.051 -0.076
N 1.024 0.138 -1.562
H -1.999 0.732 0.228
H 1.614 0.928 0.410
H 1.793 -0.807 0.204
H 0.456 -0.689 -1.968
H 0.469 1.033 -1.842
```

Results
LUMO level = 0.65 eV
relative energy (zero: lowest compared OMol25 entry of this formula, charge and spin) = 19.9 kcal/mol
charge = 0
M = 75.1 g mol⁻¹
DFT total energy = -284.4357 Ha
gap between HOMO and LUMO = 0.3790 Eh
structure (SMILES) = NCC(=O)O

***

No. 5
The following is a quantum chemistry calculation of a 2-piece molecular cluster, C2H5NO2 overall, from OMol25.

XYZ file:
```
10
C2H5NO2 | OMol25 | wB97M-V/def2-TZVPD
O -0.305 0.144 2.198
C -1.017 1.002 1.734
H -2.086 0.795 1.515
H -0.491 1.965 1.665
C 0.679 -0.538 -1.804
N 0.669 -0.783 -0.458
O 0.734 0.582 -2.245
H 0.598 -1.470 -2.435
H 0.709 -1.757 -0.232
H 0.512 0.059 0.061
```

Results
LUMO level = 0.39 eV
relative energy (zero: lowest compared OMol25 entry of this formula, charge and spin) = 38.9 kcal/mol
charge = 0
M = 75.1 g mol⁻¹
DFT total energy = -284.4054 Ha
gap between HOMO and LUMO = 0.3845 Eh
structure (SMILES) = NC=O.C=O

***

No. 6
The following is a quantum chemistry calculation of a 3-piece molecular cluster, C2H5NO2 overall, from OMol25.

XYZ file:
```
10
C2H5NO2 | OMol25 | wB97M-V/def2-TZVPD
C 0.633 0.392 0.262
C 0.481 -1.306 0.201
H -1.485 0.626 -1.330
H -0.885 2.063 0.582
H 1.596 0.546 -0.170
H 0.727 0.645 1.380
H -1.209 -0.576 -0.504
N -0.502 1.157 -0.502
O -0.783 -1.520 -0.244
O 1.427 -2.027 0.325
```

Results
LUMO level = -0.76 eV
relative energy (zero: lowest compared OMol25 entry of this formula, charge and spin) = 133.2 kcal/mol
charge = 0
M = 75.1 g mol⁻¹
DFT total energy = -284.2552 Ha
gap between HOMO and LUMO = 0.3301 Eh

***

No. 7
The following is a quantum chemistry calculation of the molecule C2H5NO2, from OMol25.

XYZ file:
```
10
C2H5NO2 | OMol25 | wB97M-V/def2-TZVPD
C -1.723 -0.470 0.029
C 0.806 -0.729 -0.021
H -2.286 0.275 -0.734
H -2.123 -0.346 1.239
H -1.774 -1.596 -0.282
H 0.765 1.488 0.375
H 0.613 -1.810 -0.097
N -0.368 -0.066 -0.049
O -0.249 1.328 -0.052
O 1.860 -0.123 0.027
```

Results
LUMO level = 0.76 eV
relative energy (zero: lowest compared OMol25 entry of this formula, charge and spin) = 77.1 kcal/mol
charge = 0
M = 75.1 g mol⁻¹
DFT total energy = -284.3444 Ha
gap between HOMO and LUMO = 0.3656 Eh
structure (SMILES) = CN(O)C=O

***

No. 8
The following is a quantum chemistry calculation of the molecule C2H5NO2, from OMol25.

XYZ file:
```
10
C2H5NO2 | OMol25 | wB97M-V/def2-TZVPD
O 1.677 0.752 -0.873
C 0.935 -0.042 -0.378
O 1.330 -0.996 0.503
C -0.565 -0.086 -0.556
N -1.255 0.218 0.689
H 2.191 -0.766 0.842
H -0.931 -1.006 -1.025
H -0.770 0.701 -1.284
H -0.718 0.263 1.530
H -1.895 0.962 0.554
```

Results
LUMO level = 0.74 eV
relative energy (zero: lowest compared OMol25 entry of this formula, charge and spin) = 13.6 kcal/mol
charge = 0
M = 75.1 g mol⁻¹
DFT total energy = -284.4456 Ha
gap between HOMO and LUMO = 0.3716 Eh
structure (SMILES) = NCC(=O)O

***

No. 9
The following is a quantum chemistry calculation of an isolated ion of composition C2H5NO2 and charge +1, from OMol25.

XYZ file:
```
10
C2H5NO2 | OMol25 | wB97M-V/def2-TZVPD
O 1.644 -0.694 -0.315
C 0.626 -0.902 -0.913
N -0.594 -0.494 -0.326
C -0.685 0.259 0.935
O -0.862 1.549 0.520
H 0.525 -1.432 -1.860
H -1.415 -0.464 -0.942
H -1.580 -0.082 1.465
H 0.206 0.063 1.542
H -0.013 1.947 0.264
```

Results
LUMO level (alpha / beta) = -4.46 / -9.76 eV
relative energy (zero: lowest compared OMol25 entry of this formula, charge and spin) = 22.8 kcal/mol
charge = +1
expectation value of S² = 0.770
spin multiplicity = 2
M = 75.1 g mol⁻¹
DFT total energy = -284.0746 Ha
gap between HOMO and LUMO (alpha / beta) = 0.4736 / 0.2653 Eh

***

No. 10
The following is a quantum chemistry calculation of a 2-piece molecular cluster, C2H5NO2P overall, from OMol25.

XYZ file:
```
11
C2H5NO2P | OMol25 | wB97M-V/def2-TZVPD
C -0.939 -1.286 0.213
C -2.003 -0.712 0.658
N 2.000 0.997 -0.412
O -2.246 1.879 0.278
O -4.310 0.542 -0.313
P -2.863 0.596 -0.141
H -0.378 -1.911 0.855
H -0.427 -0.843 -0.630
H 1.275 1.752 -0.332
H 2.020 0.542 0.495
H 1.406 0.304 -0.826
```

Results
LUMO level = 3.84 eV
relative energy (zero: lowest compared OMol25 entry of this formula, charge and spin) = 53.3 kcal/mol
charge = -1
M = 106.0 g mol⁻¹
DFT total energy = -625.8117 Ha
gap between HOMO and LUMO = 0.2750 Eh

***

Maximum force
In order: 3.78; 1.97; 4.88; 2.82; 2.56; 5.77; 4.01; 1.07; 1.40; 3.01
Unit: eV/A